Entry 1:
Below is 22 unconnected molecules or ions with the total composition H43O24S2, with properties calculated with ωB97M-V/def2-TZVPD.

The total charge is -1.

Last column: Löwdin charge in e.
Cartesian coordinates (Å):
O (0.2109, -1.8524, 1.5869)  -0.4812
S (1.2079, -1.7448, 0.4083)  0.4080
O (2.0684, -0.4641, 0.5978)  -0.4769
O (0.2608, -1.4952, -1.0193)  -0.5154
S (2.3409, -3.4879, 0.0679)  0.5570
H (2.9187, -3.9884, 1.2619)  -0.1184
O (-1.5727, -0.6617, -3.4462)  -0.0689
H (-0.7453, -0.7365, -2.9473)  -0.0017
H (-1.8668, 0.2459, -3.2771)  0.0185
O (-2.6422, -0.9279, 1.6797)  -0.0609
H (-1.7390, -1.2476, 1.5344)  -0.0027
H (-2.8024, -1.0984, 2.6200)  0.0102
O (-2.6109, -2.2865, 4.7288)  -0.0557
H (-1.7077, -2.6062, 4.5834)  0.0438
H (-2.7711, -2.4569, 5.6690)  0.0385
O (-3.8083, -1.8855, -1.5847)  -0.0695
H (-3.7472, -1.5878, -0.6645)  0.0286
H (-2.8883, -1.8971, -1.8885)  0.0162
O (4.7434, -3.5340, -1.9154)  -0.1198
H (5.5744, -3.0460, -2.0173)  0.0076
H (4.4524, -3.6934, -2.8257)  0.0481
O (0.2395, 1.3325, -1.7709)  -0.0630
H (0.9700, 1.2629, -2.4039)  0.0591
H (0.1970, 0.4537, -1.3650)  -0.0086
O (-1.3784, 3.4963, -0.8426)  -0.0786
H (-2.1261, 3.5923, -1.4516)  -0.0223
H (-1.0343, 2.6106, -1.0322)  -0.0077
O (2.7225, 1.8534, 2.6046)  -0.0599
H (3.3396, 2.5168, 2.2608)  0.0440
H (2.7264, 1.1581, 1.9299)  0.0081
O (-2.9963, -4.9583, -2.2707)  -0.0719
H (-3.9105, -5.1395, -2.5360)  0.0312
H (-3.0233, -4.0460, -1.9456)  0.0042
O (4.8849, 0.1708, 4.1423)  -0.0582
H (4.1647, 0.7834, 3.9300)  0.0179
H (4.5585, -0.3157, 4.9140)  0.0549
O (-3.1654, 4.6853, -3.3473)  -0.0489
H (-4.0797, 4.5041, -3.6127)  0.0384
H (-3.1925, 5.5976, -3.0222)  0.0275
O (3.8928, -6.8484, -2.1500)  -0.0706
H (4.6971, -7.2593, -1.7987)  0.0349
H (3.9933, -5.9105, -1.9287)  0.0025
O (-4.4696, 1.4122, 3.2319)  -0.0685
H (-5.3651, 1.4089, 2.8616)  0.0286
H (-3.9519, 0.8946, 2.5972)  0.0118
O (2.2480, -5.3610, 2.6453)  -0.1027
H (2.0900, -6.1145, 3.2338)  0.0457
H (1.6184, -4.6903, 2.9494)  0.0396
O (-4.7051, 6.7604, -1.8306)  -0.0693
H (-5.1069, 7.6279, -1.9890)  0.0490
H (-4.9685, 6.5425, -0.9240)  0.0422
O (7.4253, 1.3589, 5.1674)  -0.0859
H (6.6455, 0.8425, 4.9136)  -0.0133
H (7.2465, 2.2426, 4.8125)  0.0303
O (6.1704, -1.4709, -1.0263)  -0.0611
H (6.6673, -0.6397, -1.0608)  0.0600
H (5.3866, -1.2534, -0.4999)  0.0630
O (6.8099, -2.8721, 1.9479)  -0.0684
H (7.6409, -2.3841, 1.8460)  0.0347
H (6.5189, -3.0315, 1.0376)  0.0148
O (-5.6827, 4.4845, -0.4958)  -0.0595
H (-4.9522, 4.4149, -1.1288)  0.0123
H (-5.7252, 3.6057, -0.0899)  0.0516
O (-3.5410, 1.6631, -1.9348)  -0.0429
H (-4.3208, 1.1468, -2.1886)  0.0491
H (-3.7197, 2.5468, -2.2897)  -0.0012
O (-5.6675, 7.5752, -4.3382)  -0.0661
H (-4.9371, 7.5056, -4.9712)  0.0468
H (-5.7100, 6.6964, -3.9323)  0.0213

---

Entry 2:
Below is a molecular structure, H4InO2, with properties calculated with ωB97M-V/def2-TZVPD.

The value obtained for the energy above the lowest of the compared OMol25 structures with the same formula, charge and spin is 0.0000 eV. The total charge is +3.

Last column: Löwdin charge in e.
Cartesian coordinates (Å):
In (1.0466, 0.1166, -0.3949)  2.0070
O (0.0771, 1.5839, 0.5025)  0.1436
H (0.1388, 1.4522, 1.4486)  0.1590
H (-0.4650, 2.3666, 0.4040)  0.1936
O (-0.0121, -1.5462, -0.6089)  0.1407
H (0.1714, -2.4856, -0.6010)  0.1846
H (-0.9569, -1.4875, -0.7504)  0.1715

---

Entry 3:
Below is a molecular structure, H4Li3O14S3, with properties calculated with ωB97M-V/def2-TZVPD.

The value obtained for the energy above the lowest of the compared OMol25 structures with the same formula, charge and spin is 15.5837 eV. The total charge is -3.

Last column: Löwdin charge in e.
Cartesian coordinates (Å):
Li (-1.0069, -3.0267, 4.3886)  0.7389
Li (0.5397, 4.1412, -1.3728)  0.7683
Li (-0.3239, -0.3529, 0.3220)  0.8698
S (-1.5216, 0.7772, -5.1482)  0.1188
O (-0.8367, 0.9244, -3.8450)  -0.4717
O (-2.9359, 0.4730, -4.9494)  -0.4665
O (-1.4666, 2.0554, -5.9190)  -0.4968
O (-0.8288, -0.3201, -5.8538)  -0.4315
S (1.0777, -4.5865, -0.7682)  0.0216
O (0.2287, -4.5069, -1.9017)  -0.3855
O (2.2790, -3.9043, -1.1274)  -0.4019
O (0.5240, -3.9487, 0.4314)  -0.4866
O (1.4059, -5.9812, -0.4444)  -0.4624
S (0.4807, 2.2277, 4.4216)  0.0242
O (1.8240, 1.8300, 4.6736)  -0.4434
O (0.2975, 2.5279, 3.0099)  -0.5126
O (-0.4623, 1.1546, 4.6831)  -0.5031
O (0.1344, 3.4445, 5.2069)  -0.4907
O (4.3243, 2.2488, -0.0660)  -0.0581
H (4.1553, 1.9879, 0.8394)  0.0399
H (5.2177, 2.5921, -0.0541)  0.0194
O (-4.0555, 0.0585, 0.9255)  -0.0473
H (-4.2823, 0.7589, 1.5373)  0.0315
H (-4.7683, -0.5747, 1.0107)  0.0255

---

Entry 4:
Below is 2 unconnected molecules or ions with the total composition H4N2O, with properties calculated with ωB97M-V/def2-TZVPD.

The value obtained for the energy above the lowest of the compared OMol25 structures with the same formula, charge and spin is 1.0469 eV.

Last column: Löwdin charge in e.
Cartesian coordinates (Å):
N (2.6483, -0.4229, -0.1240)  0.0062
O (2.3877, 0.4644, 0.6649)  -0.0671
H (3.3710, -0.1509, -0.8539)  0.0655
N (-1.0562, 0.6864, -0.6603)  0.0266
H (-1.7724, 0.7548, -1.3197)  -0.0236
H (-0.7382, -0.2726, -0.5798)  0.0056
H (-0.2526, 1.1845, -0.9828)  -0.0133

---

Entry 5:
Below is 2 unconnected molecules or ions with the total composition H4N2O2P, with properties calculated with ωB97M-V/def2-TZVPD.

The value obtained for the energy above the lowest of the compared OMol25 structures with the same formula, charge and spin is 4.0788 eV. The total charge is -1.

Last column: Löwdin charge in e.
Cartesian coordinates (Å):
N (-0.7103, -1.1440, -0.5287)  -0.1890
N (-0.9733, 0.1301, -0.0040)  -0.3103
O (1.5717, -0.0252, 0.6746)  -0.4784
O (0.5665, 2.3631, 0.3968)  -0.4498
P (0.6397, 0.9418, 0.0285)  0.1428
H (0.2604, -1.5333, -0.4799)  0.0513
H (-1.3194, -1.8002, -0.0031)  0.0575
H (-0.8285, 0.2611, 1.4151)  0.1624
H (0.7933, 0.8065, -1.4993)  0.0134

---

Entry 6:
Below is a molecular structure, H4N2O2P, with properties calculated with ωB97M-V/def2-TZVPD.

The value obtained for the energy above the lowest of the compared OMol25 structures with the same formula, charge and spin is 4.8878 eV. The total charge is -1.

Last column: Löwdin charge in e.
Cartesian coordinates (Å):
N (0.8299, -1.3045, 1.0952)  -0.3391
N (0.0066, -0.4254, 1.7963)  -0.3376
O (-0.2873, 0.4609, -1.3094)  -0.2441
O (-1.6170, -2.5343, 1.2347)  -0.5620
P (-0.9436, -1.3996, 0.5711)  0.6006
H (-0.0941, 1.2484, -0.7525)  0.0063
H (1.4356, -0.8302, 0.2957)  0.0561
H (0.1166, 0.5473, 1.4749)  0.0021
H (-0.7431, -0.2312, -0.7059)  -0.1823

---

Entry 7:
Below is 2 unconnected molecules or ions with the total composition H4N2O2S, with properties calculated with ωB97M-V/def2-TZVPD.

The value obtained for the energy above the lowest of the compared OMol25 structures with the same formula, charge and spin is 3.8012 eV.

Last column: Löwdin charge in e.
Cartesian coordinates (Å):
N (-0.4425, 0.1191, -0.5277)  -0.0550
N (-0.5149, 1.0502, -1.2792)  -0.0578
O (0.4002, -1.9837, 0.2739)  -0.4743
O (0.3565, -0.3567, 2.1517)  -0.4537
S (1.3582, -0.9670, 1.0190)  0.8162
H (-0.6939, 2.1243, -0.9067)  0.1827
H (-0.2130, 0.9280, -2.2619)  0.1251
H (-0.1310, -1.3095, -0.1967)  -0.1029
H (-0.1196, 0.3952, 1.7276)  0.0197

---

Entry 8:
Below is a molecular structure, H4N2O2Si, with properties calculated with ωB97M-V/def2-TZVPD.

The value obtained for the energy above the lowest of the compared OMol25 structures with the same formula, charge and spin is 0.9681 eV.

Last column: Löwdin charge in e.
Cartesian coordinates (Å):
N (0.5055, 1.2663, -0.7470)  -0.1315
N (0.1432, -1.4906, 0.3055)  -0.4960
O (1.2798, -1.8287, -0.0970)  -0.0213
O (-0.7169, -2.2767, 0.6815)  -0.0321
Si (-0.5158, 0.2606, 0.1450)  0.6016
H (1.5664, 1.3030, -0.8355)  0.0846
H (0.2308, 2.2291, -0.9419)  0.0310
H (-1.7486, 0.0256, -0.4805)  -0.0525
H (-0.7444, 0.5115, 1.9700)  0.0162

---

Largest force on an atom: 7.9; 2.3; 4.2; 2.2; 4.9; 4.2; 3.0; 4.3 (eV Å⁻¹)
Lowest unoccupied orbital energy: 1.7; -21.2; 3.1; -0.6; 4.6; 4.3; 0.1; 0.0 (eV)
Kohn-Sham gap: 8.31; 10.06; 2.27; 9.19; 9.02; 7.57; 8.12; 10.41 (eV)